[1]
# C37H46BrCsN8O4S2

A molecular structure, C37H46BrCsN8O4S2 (wB97M-V/def2-TZVPD, the Open Molecules 2025 dataset).

Computed properties:
Maximum force (hartree/bohr): 0.032
Energy (eV): -151485.3573
Orbital gap (alpha / beta) (eV): 4.071 / 3.081
Charge: -2
Energy relative to the best compared isomer or geometry (same formula, charge and spin) (kJ/mol): 106.5

Positions of all 99 atoms, in Å:
Cs -0.7712 1.7841 -0.0748
Br -4.9082 -5.1436 2.1558
S -3.5434 3.6809 0.5906
S -3.8095 5.2469 3.1951
O 2.0204 0.4581 -0.9218
O -3.0298 -0.3924 0.8854
O -0.5886 -1.0353 1.3945
O 4.0600 -0.4264 -1.0871
N -1.9199 2.0880 -2.9373
N 0.7235 -4.1834 3.3327
N -0.6348 4.3283 1.2525
N -1.5660 4.7757 2.1623
N 1.7600 3.6613 -0.2835
N -1.1450 2.8488 -3.7330
N 4.4284 -0.7303 1.4688
N 1.0986 -3.4973 1.2382
C 0.5660 4.3710 1.7392
C -1.0470 3.9606 -5.9575
C -2.7518 -2.2437 -1.9657
C 2.0591 -4.3737 3.0144
C -2.8447 -1.6564 1.2871
C -0.3480 -2.9169 -1.7004
C 4.1830 3.7988 1.1338
C -4.1251 1.0360 -3.0653
C 2.9235 3.3360 -0.8381
C 3.0547 -0.3539 1.0923
C -3.0248 1.8710 -3.6285
C 2.9742 -0.0547 -0.4033
C 4.3634 -4.9323 3.2268
C 4.9742 0.4244 2.2040
C -1.4257 -2.4449 -2.6977
C -2.9481 2.5094 -4.8903
C -2.8118 4.5205 1.8842
C -4.3122 -0.0702 0.3532
C -3.5139 -3.8647 1.9334
C -1.2137 -3.2769 2.0535
C 4.1555 3.3663 -0.2040
C 0.1915 -3.6715 2.2539
C -3.8425 -2.6049 1.4468
C 2.6449 0.8662 1.9492
C 1.7779 4.0422 1.0306
C -5.4912 4.8145 2.7292
C 4.5966 -4.5100 1.9085
C 3.1036 -4.8701 3.7926
C -1.5206 -2.0078 1.5988
C -1.5374 -3.5025 -3.8079
C 3.7863 1.0111 2.9599
C -2.2269 -4.2232 2.2455
C -1.7225 3.1327 -4.9170
C 2.9968 4.1330 1.7382
C 2.3116 -3.9526 1.6989
C 3.5752 -4.0117 1.1199
C -0.9341 -1.1263 -3.3104
H -5.0877 -0.2057 1.1133
H 4.7043 -0.6927 -0.3907
H -4.8604 -2.3808 1.1725
H 0.1019 -1.1822 -3.6662
H 3.7515 -3.6775 0.1052
H -4.4862 -0.6906 -0.5308
H 2.9214 -5.1872 4.8111
H -0.6039 -3.5998 -4.3813
H -4.2626 0.9835 0.0941
H 4.4046 -1.5455 2.0699
H -3.0198 -3.2625 -1.5896
H -0.6859 -3.8432 -1.2215
H 5.1185 3.8666 1.6798
H -1.5772 -0.8321 -4.1452
H -1.0232 -0.3428 -2.5575
H -0.8022 4.9551 -5.5792
H -5.6202 3.7358 2.6781
H -0.1211 3.4939 -6.2999
H 1.6776 0.7444 2.4357
H 0.6944 4.7031 2.7724
H 5.1935 -5.3090 3.8111
H -5.7583 5.2412 1.7653
H -6.1286 5.2312 3.5122
H 0.2519 -1.2919 1.7907
H -0.2168 -2.1355 -0.9424
H -0.2507 3.1599 -3.3922
H -4.8813 0.8410 -3.8272
H -2.3375 -3.2265 -4.4990
H 2.3991 -1.2155 1.2409
H 5.5981 -4.5707 1.5021
H 3.5874 0.4199 3.8581
H 0.8512 -3.2194 0.2956
H -3.6897 2.5098 -5.6724
H 3.9400 2.0496 3.2540
H 5.3522 1.1528 1.4817
H -1.9786 -5.2092 2.6094
H -4.6044 1.5588 -2.2348
H 2.9758 4.4620 2.7717
H 5.0536 3.0773 -0.7348
H -3.7387 0.0740 -2.7015
H 0.6232 -3.0967 -2.1874
H 2.5766 1.7526 1.3178
H 5.8022 0.1087 2.8379
H 2.8735 3.0077 -1.8733
H -1.7034 4.0786 -6.8180
H -1.7846 -4.4790 -3.3814

Forces on atoms 1 to 3 (eV/Å):
-0.05 -0.37 -0.16
0.00 -0.01 0.00
-0.18 -0.05 -0.19

---

[2]
# C24H31CeN3S2Si2

A molecular structure, C24H31CeN3S2Si2 (wB97M-V/def2-TZVPD, the Open Molecules 2025 dataset).

Computed properties:
Maximum force (hartree/bohr): 0.034
Energy (eV): -80220.8067
2S+1: 2
Orbital gap (alpha / beta) (eV): 6.813 / 6.785
Charge: -1
Energy relative to the best compared isomer or geometry (same formula, charge and spin) (kJ/mol): 39.0

Positions of all 63 atoms, in Å:
Ce 1.1156 -0.6603 -0.4594
S -1.4918 0.6413 -0.3685
S 3.5943 -0.4019 0.9947
Si 1.0147 -0.1237 -3.4117
Si -2.4672 3.8976 -0.2409
N 1.3188 -1.3482 1.9641
N 0.5362 1.3614 1.0897
N -2.0731 -6.3409 3.4666
C 0.3623 1.5952 -4.0829
C 1.1757 2.1260 1.9726
C -0.6205 -4.9761 1.8779
C 0.6905 3.3425 2.3998
C -1.1739 -4.2577 0.7996
C -0.4349 -1.3039 -4.0144
C 0.5430 -1.7808 2.9580
C -0.3723 -3.6250 -0.1103
C 1.8792 -3.1694 -1.0516
C 2.3670 -0.5445 -4.7569
C -1.4683 4.3959 -1.7943
C -0.4668 3.8272 1.7924
C 2.2596 -1.4828 4.5848
C 0.9543 -1.8670 4.2728
C 1.5873 -4.3651 1.1154
C -3.1229 5.4663 0.6484
C -0.6467 1.7869 0.5831
C 1.0596 -3.6971 -0.0328
C 2.5900 -0.9764 2.2614
C 3.0815 -1.0468 3.5780
C -1.4289 -5.7056 2.7480
C -4.0238 2.9041 -0.6964
C 0.7808 -4.9785 2.0280
C -1.1518 3.0823 0.8525
H 2.6630 -4.4019 1.2323
H 2.9357 -3.4264 -0.9987
H -0.8232 4.8132 2.0541
H -3.7645 2.0092 -1.2477
H -0.7532 -1.0952 -5.0344
H -2.2521 -4.2224 0.6940
H 1.0622 2.4120 -3.9051
H 2.6212 -1.5386 5.6015
H 2.1145 1.7342 2.3544
H -0.8228 -3.0991 -0.9616
H -4.5607 2.5910 0.1931
H -0.4609 -2.0843 2.6722
H 4.1018 -0.7507 3.7577
H -3.6120 5.2065 1.5818
H -3.8574 5.9693 0.0277
H 0.1693 1.5559 -5.1545
H -1.3089 -1.1944 -3.3710
H 1.2228 3.9265 3.1365
H 1.9563 -0.5183 -5.7640
H 2.7740 -1.5402 -4.6019
H 0.2816 -2.2230 5.0356
H -0.6202 5.0314 -1.5491
H -2.3458 6.1883 0.8752
H 1.4612 -3.1864 -2.0627
H -1.0718 3.5030 -2.2679
H 1.2174 -5.5034 2.8680
H -0.1359 -2.3514 -3.9840
H -4.7076 3.4902 -1.3050
H 3.2022 0.1504 -4.7257
H -2.0802 4.9192 -2.5222
H -0.5752 1.8578 -3.5948

Forces on atoms 1 to 3 (eV/Å):
-0.11 -0.21 0.23
-0.22 -0.64 -0.61
0.33 0.31 -0.68

---

[3]
# C5H11N3

A molecular structure, C5H11N3 (wB97M-V/def2-TZVPD, the Open Molecules 2025 dataset).

Computed properties:
Maximum force (hartree/bohr): 0.171
Energy (eV): -9823.6730
Orbital gap (eV): 8.677
Energy relative to the best compared isomer or geometry (same formula, charge and spin) (kJ/mol): 987.4

Positions of all 19 atoms, in Å:
N 0.4007 1.3409 -1.0503
N -1.4363 -0.7000 1.3906
N -0.1550 0.3692 -0.2137
C 1.2232 -0.4756 1.4313
C 0.8105 -2.0202 -0.6912
C 0.9556 -0.5723 -0.0300
C -1.3590 0.1457 0.3736
C -0.5300 2.2862 -1.4653
H -2.1687 0.8372 -0.0478
H 1.9698 -1.3103 1.8305
H 0.2812 -0.7866 2.1517
H 1.6286 -2.2008 -1.9438
H -0.5164 -2.5176 -0.7714
H -0.4758 3.2330 -2.1351
H -1.6989 2.3664 -1.2871
H 1.8376 0.0680 -0.5264
H 1.8204 0.5267 1.6180
H 1.5369 -2.6882 0.3933
H -2.4812 -0.7814 2.1220

Forces on atoms 1 to 3 (eV/Å):
-6.88 5.15 -1.78
-4.08 0.68 0.56
2.39 -1.38 -1.66